This record from OMol25 describes a structure of composition C13H27CrNSi2 in a non-equilibrium geometry. The level of theory is ωB97M-V/def2-TZVPD.

Calculated values
Orbital gap (alpha / beta) in eV: 7.104 / 7.839
Energy relative to the best compared isomer or geometry (same formula, charge and spin) in kJ/mol: 0.00

The geometry in ORCA input format:
```
! RIJCOSX wB97M-V def2-TZVPD def2/J DEFGRID3
* xyz 0 5
Cr 0.10 -0.64 -1.73
C 0.69 -0.81 -3.82
H 1.75 -1.01 -3.60
H 0.31 -1.66 -4.40
H 0.64 0.11 -4.42
H -1.03 -0.69 -3.34
H -1.45 -0.38 -2.53
C -3.10 -0.54 -0.64
Si -1.90 -0.46 0.79
C -2.42 0.93 1.93
C -2.03 -2.09 1.70
C -0.14 -0.07 0.20
C 0.22 1.32 -0.28
C 0.42 2.49 0.44
C 1.01 3.57 -0.22
C 1.33 3.47 -1.58
C 1.05 2.29 -2.27
N 0.49 1.25 -1.61
Si 1.28 -0.91 1.16
C 1.13 -0.34 2.94
C 1.25 -2.77 1.05
C 2.92 -0.33 0.46
H -4.12 -0.62 -0.23
H -2.91 -1.42 -1.27
H -3.04 0.36 -1.26
H -3.46 0.75 2.25
H -1.79 0.98 2.83
H -2.38 1.90 1.42
H -1.78 -2.94 1.05
H -1.40 -2.15 2.60
H -3.08 -2.21 2.01
H 0.15 2.52 1.49
H 1.23 4.48 0.33
H 1.80 4.29 -2.12
H 1.27 2.14 -3.32
H 0.22 -0.70 3.44
H 2.00 -0.73 3.50
H 1.15 0.76 3.01
H 1.38 -3.11 0.01
H 2.10 -3.16 1.63
H 0.33 -3.22 1.44
H 3.13 -0.79 -0.51
H 2.95 0.76 0.34
H 3.72 -0.62 1.16
*
```

Here are the natural (NBO) charges for atoms 1 to 2, given in e: atom 1 (Cr): 1.048, atom 2 (C): -1.163